{"formula": "C38H39N7O3Rh", "method": "wB97M-V/def2-TZVPD", "s_squared": 6.02, "total_charge": -1, "relative_energy_kj_mol": 24.62, "e_tot_ev": -59620.3903, "lumo_ha": [0.084, 0.050], "multiplicity": 5, "orbital_gap_ha": [0.241, 0.234], "e_homo_ev": [-4.2469, -4.9996], "species": ["Rh", "C", "N", "C", "C", "C", "C", "C", "C", "C", "C", "H", "H", "H", "H", "H", "H", "H", "H", "H", "H", "H", "H", "N", "C", "C", "C", "N", "C", "N", "C", "C", "C", "C", "C", "C", "C", "C", "C", "C", "O", "O", "H", "H", "H", "H", "H", "H", "H", "H", "H", "H", "H", "N", "C", "C", "C", "C", "C", "C", "C", "C", "C", "C", "C", "C", "C", "H", "H", "H", "H", "H", "H", "H", "H", "H", "H", "C", "N", "C", "N", "O", "H", "H", "H", "H", "H", "H"], "xyz": [[-0.0252, 0.3707, -0.1074], [-1.7484, 1.1328, 2.9681], [-1.3067, 1.8215, 1.7595], [-0.4716, 2.9645, 2.1036], [-2.4423, 2.2135, 0.9331], [-1.9812, 2.7019, -0.4229], [-2.5450, 3.8411, -0.9960], [-2.1452, 4.2714, -2.2575], [-1.1670, 3.5596, -2.9413], [-0.5932, 2.4320, -2.3562], [-0.9779, 1.9878, -1.0929], [-2.3730, 1.7901, 3.5947], [-0.8746, 0.8254, 3.5448], [-2.3112, 0.2427, 2.6981], [-1.0315, 3.7062, 2.6980], [-0.0981, 3.4496, 1.2001], [0.3833, 2.6199, 2.6903], [-3.0548, 2.9827, 1.4266], [-3.0588, 1.3202, 0.8073], [-3.3004, 4.3991, -0.4460], [-2.5913, 5.1581, -2.6971], [-0.8472, 3.8830, -3.9295], [0.1719, 1.8941, -2.9101], [1.0377, -0.0702, 1.9943], [2.0507, -0.4822, 2.3788], [3.2812, -0.9843, 2.8248], [4.3804, -0.0945, 3.0129], [5.2670, 0.6358, 3.1610], [3.4433, -2.3771, 3.1084], [3.5880, -3.4998, 3.3474], [-5.1037, -5.0721, 4.0538], [-4.0604, -4.3713, 3.2170], [-2.7791, -4.1520, 3.7061], [-1.7998, -3.5068, 2.9494], [-0.4181, -3.2892, 3.5222], [-2.1362, -3.0570, 1.6675], [-3.4128, -3.2919, 1.1432], [-3.7533, -2.8716, -0.2687], [-4.3547, -3.9494, 1.9254], [-1.1391, -2.2377, 0.8757], [-0.1104, -2.7588, 0.4353], [-1.4844, -1.0030, 0.7356], [-4.8058, -5.1061, 5.1036], [-5.2518, -6.1037, 3.7166], [-6.0694, -4.5650, 3.9896], [-2.5281, -4.4890, 4.7107], [-0.2948, -3.8253, 4.4645], [-0.2368, -2.2241, 3.7042], [0.3504, -3.6227, 2.8268], [-3.4352, -1.8455, -0.4590], [-4.8268, -2.9525, -0.4553], [-3.2337, -3.5092, -0.9908], [-5.3495, -4.1265, 1.5187], [1.7714, 0.6789, -0.6801], [2.5070, 1.5720, -1.1891], [2.8721, 2.7858, -0.3950], [2.9800, 4.0324, -1.0087], [3.2886, 5.1605, -0.2606], [3.5038, 5.0523, 1.1078], [3.3796, 3.8157, 1.7261], [3.0496, 2.6938, 0.9814], [3.0246, 1.3855, -2.5868], [4.2730, 1.8741, -2.9677], [4.7769, 1.6171, -4.2377], [4.0370, 0.8771, -5.1479], [2.8001, 0.3695, -4.7681], [2.3046, 0.6141, -3.4954], [2.7998, 4.1227, -2.0737], [3.3625, 6.1256, -0.7478], [3.7672, 5.9276, 1.6876], [3.5413, 3.7203, 2.7937], [2.9434, 1.7281, 1.4575], [4.8667, 2.4341, -2.2557], [5.7586, 1.9873, -4.5121], [4.4227, 0.6921, -6.1444], [2.2209, -0.2250, -5.4644], [1.3495, 0.2043, -3.1858], [-0.3056, -3.5039, -4.4924], [-0.9628, -2.4886, -3.6879], [-0.3740, -1.8637, -2.6184], [0.7513, -2.4548, -2.1267], [-0.8657, -0.8113, -2.1841], [-0.9802, -3.8081, -5.2873], [-0.0846, -4.3940, -3.9006], [0.6281, -3.1511, -4.9409], [-1.6651, -1.9206, -4.1203], [0.8745, -3.4406, -2.2776], [0.9579, -2.1740, -1.1844]], "atomic_forces_ev_per_a": [[-1.420, -0.117, 0.064], [0.157, 0.081, -0.105], [-0.054, 0.028, 0.144], [0.063, -0.090, 0.005], [0.198, -0.028, -0.187], [-0.018, 0.090, -0.043], [0.011, -0.084, -0.004], [0.022, -0.058, 0.047], [-0.008, 0.019, 0.023], [-0.041, 0.052, -0.046], [-0.291, 0.216, -0.030], [-0.018, 0.011, 0.002], [-0.046, 0.006, -0.065], [-0.021, -0.037, -0.048], [0.006, 0.005, -0.005], [-0.022, -0.023, 0.031], [-0.060, 0.011, -0.064], [-0.062, 0.070, 0.083], [-0.053, -0.004, -0.016], [0.047, -0.048, -0.058], [0.037, -0.059, 0.024], [-0.023, -0.031, 0.106], [-0.134, 0.102, 0.070], [0.093, 0.079, 0.355], [0.454, -0.409, 0.142], [0.266, -0.164, 0.158], [-0.320, -0.210, -0.060], [-0.178, -0.102, -0.021], [-0.096, 0.454, -0.097], [-0.040, 0.205, -0.047], [0.055, -0.042, -0.037], [0.017, -0.039, 0.060], [0.048, -0.014, 0.006], [-0.006, -0.030, -0.038], [-0.133, 0.112, -0.068], [-0.082, 0.063, 0.138], [0.038, 0.024, -0.097], [0.011, 0.033, 0.096], [-0.052, -0.007, -0.043], [-0.120, 0.305, -0.098], [-0.154, 0.129, 0.275], [0.514, -0.495, 0.057], [-0.019, 0.004, -0.055], [0.009, 0.082, 0.028], [0.042, -0.015, 0.000], [-0.019, 0.046, -0.103], [-0.038, 0.040, -0.040], [-0.004, -0.072, -0.025], [0.012, -0.008, -0.003], [-0.018, -0.041, 0.001], [0.072, -0.021, 0.033], [-0.015, 0.031, 0.017], [0.096, 0.022, 0.033], [0.833, -0.069, -0.352], [0.188, 0.038, -0.081], [0.044, 0.064, -0.125], [-0.019, 0.075, -0.085], [-0.014, -0.038, -0.008], [-0.033, -0.067, -0.089], [-0.044, -0.017, 0.057], [0.079, -0.135, 0.058], [0.106, 0.004, 0.101], [0.081, 0.035, 0.009], [0.027, 0.050, 0.070], [-0.049, -0.009, 0.033], [-0.023, 0.039, 0.088], [-0.135, -0.120, -0.090], [0.034, -0.005, 0.020], [-0.008, -0.033, 0.001], [-0.015, 0.010, 0.010], [0.014, -0.035, -0.065], [0.047, 0.081, -0.002], [-0.020, 0.020, -0.024], [-0.064, 0.017, 0.030], [-0.009, -0.014, 0.066], [-0.010, 0.013, 0.018], [0.062, -0.027, -0.039], [-0.041, 0.147, 0.143], [0.217, -0.200, -0.063], [-0.054, -0.022, 0.094], [-0.160, 0.393, -0.589], [0.556, -0.366, -0.033], [-0.048, -0.006, -0.040], [-0.043, -0.005, 0.003], [-0.001, 0.017, 0.024], [-0.159, 0.094, -0.098], [-0.048, -0.038, -0.037], [0.009, 0.036, 0.501]]}